Entry from the Open Molecules 2025 dataset: C36H37BrCeN6O4S as an isolated structure (ωB97M-V/def2-TZVPD).

The geometry in ORCA input format:
```
! wB97M-V def2-TZVPD RIJCOSX def2/J DEFGRID3
* xyz 2 1
Ce 0.3583 0.0194 -0.5758
O 2.3275 -0.3137 3.5079
C 1.9364 0.7912 4.0454
C 2.2420 0.8874 5.4681
C 1.6615 1.8781 6.2572
C 0.9563 2.9108 5.6039
C 0.7890 2.9070 4.2080
C 1.2595 1.8297 3.4323
C 1.0666 1.8392 1.9470
O 1.3164 0.5395 1.4663
N -0.2827 2.3142 1.6781
N -0.7637 2.0299 0.3578
C -2.0724 2.3592 0.2028
C -2.7186 2.4540 -1.0671
Br -2.1232 1.3652 -2.6540
C -3.9021 3.1890 -1.2373
C -4.5588 3.8612 -0.1288
C -5.9883 3.8908 -0.0137
C -6.6393 4.8303 0.8637
C -5.8546 5.6417 1.7006
C -4.4400 5.4928 1.6546
C -3.7880 4.6042 0.8185
H 2.0306 -0.1368 2.4737
H 2.8764 0.0968 5.9360
H 1.6627 1.7779 7.4039
H 0.6952 3.8021 6.1370
H 0.1774 3.6875 3.7469
H 1.8292 2.5237 1.5459
H -0.4200 3.3231 1.8651
H -2.7509 2.7555 1.1021
H -4.3148 3.1966 -2.2309
H -6.5624 3.2625 -0.6591
H -7.6876 4.9065 0.8394
H -6.3799 6.3765 2.2531
H -3.7867 6.1699 2.1892
H -2.7080 4.5798 0.7705
C -2.3559 -1.1232 2.7033
C -1.2931 -2.2392 2.4468
C -1.4823 -3.3519 3.4281
C -1.2269 -2.6616 0.9974
C -0.5376 -3.8091 0.5933
C -0.3066 -4.1599 -0.7640
C -0.8815 -3.3097 -1.7738
C -0.9059 -3.8288 -3.2036
C -1.5451 -2.0560 -1.3911
C -1.6452 -1.7454 -0.0155
H -2.5148 -0.9283 3.7501
H -3.3266 -1.4890 2.3975
H -2.1342 -0.1208 2.2903
H -0.2802 -1.8178 2.6692
H -2.2302 -4.0973 3.0326
H -1.6651 -3.0234 4.4669
H -0.6125 -4.0062 3.4735
H -0.1670 -4.3752 1.4667
H 0.4317 -4.9590 -0.9961
H -1.5649 -3.2740 -3.8690
H -1.2957 -4.8909 -3.2085
H 0.1367 -3.9200 -3.5331
H -1.8385 -1.2835 -2.0732
H -2.1888 -0.9099 0.3732
N 4.4915 -5.4127 -5.4598
C 4.0085 -4.6046 -4.5093
C 3.8889 -3.2161 -4.7746
C 3.4198 -2.3301 -3.7922
C 2.9952 -2.7985 -2.5730
C 3.0745 -4.1429 -2.2734
C 3.7075 -5.0032 -3.1548
S 2.9757 -1.4648 -1.4557
O 4.3341 -1.0535 -1.1540
O 2.1570 -1.7985 -0.2955
N 2.0249 -0.3331 -2.1495
C 2.4037 0.9350 -2.5252
N 1.4608 1.8695 -2.2620
C 1.8516 3.1698 -2.5106
C 2.9416 3.4600 -3.3698
C 3.8104 2.3826 -3.6119
N 3.5660 1.2042 -3.1107
H 4.6211 -5.0373 -6.3731
H 4.4207 -6.4004 -5.3472
H 4.3911 -2.8395 -5.6526
H 3.5800 -1.2374 -3.8567
H 2.8762 -4.4542 -1.2603
H 3.9219 -6.0316 -2.8805
H 1.2162 3.9679 -2.0087
H 3.1365 4.5095 -3.6009
H 4.7120 2.3973 -4.2076
*
```

energy above the lowest of the compared OMol25 structures with the same formula, charge and spin: 333.9 kJ/mol
LUMO (alpha / beta): -8.65 / -8.64 eV
highest occupied orbital energy (alpha / beta): -11.75 / -11.75 eV
gap between HOMO and LUMO (alpha / beta): 3.11 / 3.11 eV
electronic energy: -148851.3316 eV



Entry from the Open Molecules 2025 dataset: C36H37BrGeIIrO as an isolated structure (ωB97M-V/def2-TZVPD).

The geometry in ORCA input format:
```
! wB97M-V def2-TZVPD RIJCOSX def2/J DEFGRID3
* xyz 1 2
Ir 0.6794 -0.1021 -0.0605
C -1.7836 1.6675 5.4781
C -0.8894 2.5119 4.8416
C -0.6715 2.3807 3.4820
C -1.3655 1.4294 2.7499
C -2.2301 0.5610 3.3994
C -2.4481 0.6895 4.7602
Ge -1.2428 1.3136 0.7545
C -1.4745 3.2316 0.1826
C -1.4835 3.5327 -1.1727
C -1.7450 4.8229 -1.6007
C -1.9855 5.8246 -0.6763
C -1.9782 5.5314 0.6755
C -1.7312 4.2381 1.1015
C -3.0454 0.5513 0.2608
C -3.2517 -0.7605 -0.1377
C -4.5311 -1.2276 -0.3893
C -5.6196 -0.3916 -0.2109
C -5.4228 0.9116 0.2125
C -4.1422 1.3861 0.4252
H -1.9537 1.7670 6.5387
H -0.3604 3.2681 5.4016
H 0.0434 3.0229 2.9862
H -2.7523 -0.2009 2.8375
H -3.1407 0.0259 5.2548
H -1.2943 2.7539 -1.9010
H -1.7593 5.0464 -2.6563
H -2.1909 6.8309 -1.0070
H -2.1725 6.3027 1.4053
H -1.7652 4.0171 2.1581
H -2.4106 -1.4357 -0.2398
H -4.6762 -2.2463 -0.7201
H -6.6169 -0.7596 -0.3973
H -6.2651 1.5643 0.3735
H -3.9912 2.4130 0.7254
Br 0.2299 -4.4524 -2.6206
C -1.4182 -3.8791 -3.3455
C -2.2613 -4.8327 -3.8970
C -3.4742 -4.4430 -4.4353
C -3.8480 -3.1095 -4.4090
C -3.0127 -2.1584 -3.8449
C -1.7883 -2.5439 -3.3296
I -0.4344 -1.0343 -2.4827
H -1.9605 -5.8703 -3.9043
H -4.1242 -5.1889 -4.8677
H -4.7931 -2.7998 -4.8310
H -3.3197 -1.1232 -3.8184
C 3.0234 1.8150 3.7548
C 2.0979 0.8541 3.0278
O 1.6734 1.3875 1.7688
H 3.2876 1.4055 4.7252
H 2.5366 2.7758 3.9051
H 3.9406 1.9736 3.1885
H 1.1830 0.6896 3.5981
H 2.5922 -0.1131 2.8778
H 2.4327 1.8205 1.3562
C 4.1958 0.0192 0.1386
C 3.7258 -1.4186 -0.1268
C 4.3779 -2.3552 0.9198
C 2.2424 -1.5189 0.0157
C 4.2089 -1.9091 -1.5015
C 5.3759 -1.4183 -2.0826
C 5.8195 -1.8898 -3.3031
C 5.1000 -2.8548 -3.9875
C 3.9438 -3.3626 -3.4172
C 3.5165 -2.9064 -2.1846
H 3.9380 0.2992 1.1539
H 3.7268 0.7039 -0.5680
H 5.2738 0.1053 0.0540
H 4.0824 -2.0725 1.9283
H 5.4596 -2.2940 0.8398
H 4.0837 -3.3872 0.7501
H 1.8832 -2.5498 0.0557
H 5.9724 -0.6726 -1.5858
H 6.7340 -1.4959 -3.7188
H 5.4450 -3.2064 -4.9471
H 3.3674 -4.1159 -3.9326
H 2.6325 -3.3445 -1.7517
*
```

<S²>: 0.886
energy above the lowest of the compared OMol25 structures with the same formula, charge and spin: 230.9 kJ/mol
LUMO (alpha / beta): -4.53 / -5.24 eV
highest occupied orbital energy (alpha / beta): -10.82 / -11.01 eV
gap between HOMO and LUMO (alpha / beta): 6.29 / 5.77 eV
electronic energy: -177466.7270 eV



Entry from the Open Molecules 2025 dataset: C36H37Cl2N7O3STi as an isolated structure (ωB97M-V/def2-TZVPD).

The geometry in ORCA input format:
```
! wB97M-V def2-TZVPD RIJCOSX def2/J DEFGRID3
* xyz 1 2
Ti 0.1189 -1.1519 0.2372
C -1.7081 -3.1550 3.6656
C -1.0488 -2.8362 2.3590
N -0.1552 -1.8534 2.2424
N 0.1127 -1.0992 3.3561
C 1.0111 -0.0941 3.3598
N 0.9966 0.7047 4.4563
S 2.0778 0.1737 2.1134
C -1.3888 -3.4980 1.1533
C -2.2214 -4.6391 1.0532
C -2.4020 -5.2504 -0.1547
C -1.7364 -4.7492 -1.2946
C -0.9745 -3.6235 -1.1505
N -0.8293 -2.9728 0.0161
H -2.3905 -2.3444 3.9451
H -2.2963 -4.0633 3.6048
H -0.9747 -3.2904 4.4638
H -0.5343 -1.1650 4.1284
H 0.5640 0.4052 5.3160
H 1.7673 1.3470 4.5327
H -2.7108 -5.0358 1.9293
H -3.0325 -6.1247 -0.2402
H -1.8271 -5.2308 -2.2565
H -0.4475 -3.2021 -2.0000
C -3.5749 -1.2494 -2.3625
C -3.0470 -1.0762 -3.6327
C -1.7114 -0.7458 -3.7567
C -0.9390 -0.5848 -2.6116
N -1.4410 -0.8042 -1.3808
C -2.7335 -1.1247 -1.2745
C 0.4624 -0.1360 -2.6400
C 1.1225 0.2471 -3.8031
C 2.4152 0.7311 -3.7197
C 3.0060 0.8398 -2.4719
C 2.2878 0.4342 -1.3626
N 1.0553 -0.0623 -1.4413
H -4.6162 -1.4952 -2.2163
H -3.6676 -1.1969 -4.5101
H -1.2713 -0.6238 -4.7349
H -3.1044 -1.2836 -0.2728
H 0.6283 0.1826 -4.7607
H 2.9411 1.0413 -4.6121
H 4.0040 1.2382 -2.3581
H 2.7104 0.5182 -0.3712
Cl 1.7453 4.4035 3.0732
C 1.9907 4.8543 1.4142
C 3.1112 5.5863 1.0793
C 3.3148 5.9567 -0.2405
C 2.4454 5.5118 -1.2199
C 1.3499 4.7365 -0.8779
Cl 0.3839 4.0740 -2.1576
C 1.0359 4.4529 0.4633
N -0.0904 3.7675 0.8738
C -1.3922 3.9095 0.3933
C -1.7548 4.9912 -0.4122
C -3.0276 5.0908 -0.9408
C -3.9794 4.1267 -0.6539
C -3.6522 3.1005 0.2159
C -2.3815 2.9859 0.7681
C -2.1493 1.8985 1.8007
C -1.5059 0.6135 1.2915
O -2.1116 -0.4579 1.4183
O -0.3438 0.6454 0.7442
H 3.8134 5.8758 1.8480
H 4.1592 6.5773 -0.5049
H 2.6159 5.7509 -2.2608
H 0.0160 3.3068 1.7618
H -1.0302 5.7670 -0.6173
H -3.2765 5.9313 -1.5751
H -4.9745 4.1956 -1.0719
H -4.4080 2.3742 0.4927
H -3.1143 1.6139 2.2118
H -1.5299 2.2788 2.6192
C 2.0193 -4.4016 0.3259
C 2.5771 -3.0146 -0.0084
C 3.6745 -2.6435 0.9889
C 3.1438 -3.0064 -1.4328
O 1.5271 -2.0691 0.0633
H 2.8329 -5.1219 0.4017
H 1.3307 -4.7386 -0.4499
H 1.4848 -4.3679 1.2768
H 4.4956 -3.3563 0.9209
H 3.2752 -2.6494 2.0026
H 4.0499 -1.6425 0.7784
H 3.8144 -3.8521 -1.5764
H 3.6913 -2.0813 -1.6150
H 2.3268 -3.0750 -2.1550
*
```

<S²>: 0.763
energy above the lowest of the compared OMol25 structures with the same formula, charge and spin: 81.4 kJ/mol
LUMO (alpha / beta): -3.18 / -3.22 eV
highest occupied orbital energy (alpha / beta): -8.34 / -9.64 eV
gap between HOMO and LUMO (alpha / beta): 5.16 / 6.42 eV
electronic energy: -113500.6661 eV



Entry from the Open Molecules 2025 dataset: C36H37ClCrN4SSb as an isolated structure (ωB97M-V/def2-TZVPD).

The geometry in ORCA input format:
```
! wB97M-V def2-TZVPD RIJCOSX def2/J DEFGRID3
* xyz 1 5
Cr 0.4689 -0.1779 -1.2658
C 3.8591 1.6591 -3.2174
C 2.8544 1.0455 -2.2961
N 1.5572 0.8928 -2.5478
N 1.0473 1.2315 -3.7768
C -0.2473 1.0178 -4.0133
N -0.7082 1.3281 -5.2302
S -1.2826 0.3890 -2.8141
C 3.2394 0.5310 -1.0140
C 4.5448 0.6142 -0.5104
C 4.8330 0.0705 0.7164
C 3.8221 -0.5682 1.4447
C 2.5637 -0.6246 0.9031
N 2.2571 -0.0855 -0.2931
H 3.4493 1.9771 -4.1730
H 4.6606 0.9520 -3.4408
H 4.3095 2.5422 -2.7594
H 1.6780 1.5198 -4.5088
H -0.1125 1.6593 -5.9697
H -1.6725 1.1408 -5.4420
H 5.3148 1.1031 -1.0909
H 5.8374 0.1332 1.1143
H 4.0110 -1.0123 2.4111
H 1.7556 -1.1191 1.4271
C -3.9470 -1.3044 2.8076
C -4.2234 -0.4214 1.6177
C -5.5543 -0.1043 1.3442
C -5.9149 0.7434 0.3086
C -4.9350 1.3126 -0.4875
C -3.6048 1.0106 -0.2399
C -3.2394 0.1474 0.7944
Sb -1.1225 0.0178 0.9403
C -0.5562 -1.0771 2.6565
C -0.0142 -0.3975 3.7446
C 0.4057 -1.0995 4.8678
C 0.2787 -2.4793 4.8981
C -0.2504 -3.1566 3.8066
C -0.6632 -2.4757 2.6660
C -1.2018 -3.2423 1.4855
C -0.7327 2.0095 1.5932
C 0.2831 2.7005 0.9319
C 0.5893 4.0161 1.2527
C -0.1310 4.6537 2.2504
C -1.1416 3.9726 2.9134
C -1.4650 2.6533 2.6035
C -2.5932 1.9970 3.3599
H -4.8141 -1.3237 3.4661
H -3.0938 -0.9644 3.3926
H -3.7518 -2.3348 2.5094
H -6.3250 -0.5249 1.9798
H -6.9596 0.9685 0.1358
H -5.1973 1.9902 -1.2897
H -2.8432 1.4792 -0.8558
H 0.0828 0.6816 3.7221
H 0.8194 -0.5676 5.7149
H 0.5905 -3.0341 5.7740
H -0.3437 -4.2361 3.8390
H -1.4445 -4.2684 1.7589
H -0.4747 -3.2820 0.6782
H -2.1089 -2.7910 1.0775
H 0.8628 2.2166 0.1489
H 1.3834 4.5326 0.7293
H 0.0931 5.6785 2.5184
H -1.6986 4.4735 3.6970
H -2.7293 2.4754 4.3293
H -2.4137 0.9358 3.5376
H -3.5332 2.0803 2.8098
Cl 3.8146 -1.4029 -6.4289
C 2.8544 -1.7936 -5.0293
C 1.4797 -1.9312 -5.1556
C 0.7119 -2.1675 -4.0269
C 1.2882 -2.2596 -2.7513
C 0.4662 -2.2779 -1.5185
C 2.6874 -2.2144 -2.6817
C 3.4686 -1.9765 -3.8016
H 1.0191 -1.8589 -6.1332
H -0.3626 -2.2671 -4.1269
H 0.9801 -2.7552 -0.6855
H -0.5344 -2.6841 -1.6540
H 3.1722 -2.3564 -1.7216
H 4.5480 -1.9358 -3.7267
*
```

<S²>: 6.142
energy above the lowest of the compared OMol25 structures with the same formula, charge and spin: 0.0 kJ/mol
LUMO (alpha / beta): -3.06 / -3.43 eV
highest occupied orbital energy (alpha / beta): -8.80 / -10.23 eV
gap between HOMO and LUMO (alpha / beta): 5.74 / 6.80 eV
electronic energy: -102204.7957 eV



Entry from the Open Molecules 2025 dataset: C36H37FeNP4S2 as an isolated structure (ωB97M-V/def2-TZVPD).

The geometry in ORCA input format:
```
! wB97M-V def2-TZVPD RIJCOSX def2/J DEFGRID3
* xyz 1 2
Fe 0.3559 -1.3887 -1.0027
S -0.4087 -2.6829 0.7386
P -0.5037 -0.8911 1.6421
C 0.4979 0.1128 0.6037
P 1.9854 0.8995 1.1568
S 3.2450 -0.5329 1.6072
C 2.5766 2.0934 -0.0963
C 2.9195 1.6792 -1.3834
C 3.4378 2.5688 -2.3067
C 3.6356 3.8986 -1.9598
C 3.3090 4.3255 -0.6842
C 2.7848 3.4310 0.2397
C 1.6302 1.9890 2.5624
C 2.3774 1.9113 3.7283
C 2.0978 2.7610 4.7903
C 1.0734 3.6874 4.6917
C 0.3230 3.7742 3.5235
C 0.6042 2.9277 2.4661
C -0.1354 -1.0111 3.4076
C 0.6113 -2.0892 3.8731
C 0.8999 -2.2028 5.2237
C 0.4458 -1.2399 6.1117
C -0.2961 -0.1603 5.6509
C -0.5880 -0.0449 4.3043
C -2.2171 -0.3061 1.6078
C -3.2640 -1.2195 1.6727
C -4.5752 -0.7711 1.7089
C -4.8471 0.5894 1.6956
C -3.8064 1.5050 1.6438
C -2.4954 1.0563 1.5980
H 2.7778 0.6479 -1.6704
H 3.7009 2.2245 -3.2985
H 4.0459 4.5950 -2.6788
H 3.4708 5.3550 -0.3961
H 2.5531 3.7901 1.2316
H 3.1684 1.1753 3.8016
H 2.6836 2.6960 5.6975
H 0.8603 4.3493 5.5205
H -0.4703 4.5056 3.4388
H 0.0386 3.0126 1.5485
H 0.9698 -2.8363 3.1769
H 1.4765 -3.0447 5.5814
H 0.6628 -1.3342 7.1673
H -0.6520 0.5904 6.3433
H -1.1780 0.7940 3.9611
H -3.0549 -2.2822 1.6896
H -5.3860 -1.4853 1.7510
H -5.8714 0.9349 1.7291
H -4.0155 2.5665 1.6395
H -1.6889 1.7643 1.5427
C -0.3603 1.6239 -2.9111
P -0.7937 -0.0783 -2.4658
C -2.5495 0.0500 -1.9968
C -0.9893 -0.9789 -4.0407
C -1.4560 -0.3961 -5.2175
C -1.7432 -1.1836 -6.3181
C -1.5808 -2.5635 -6.2508
C -1.0994 -3.1459 -5.0924
C -0.7904 -2.3555 -3.9853
P -0.0055 -3.0464 -2.4922
C -1.0443 -4.4454 -1.9854
C 1.4469 -3.8662 -3.2255
H -1.1792 2.0937 -3.4573
H 0.5453 1.6431 -3.5159
H -0.1720 2.1898 -1.9982
H -3.1242 0.3084 -2.8872
H -2.6867 0.8162 -1.2373
H -2.9104 -0.8967 -1.5943
H -1.6007 0.6749 -5.2791
H -2.1009 -0.7253 -7.2299
H -1.8213 -3.1798 -7.1060
H -0.9547 -4.2187 -5.0596
H -1.1348 -5.1756 -2.7900
H -2.0342 -4.0840 -1.7072
H -0.6048 -4.9297 -1.1133
H 1.1451 -4.5948 -3.9784
H 2.0197 -4.3760 -2.4499
H 2.0811 -3.1181 -3.6945
N 3.2788 -1.5957 -1.9180
C 2.1918 -1.4144 -1.5570
H 4.2627 -1.7196 -2.0374
*
```

<S²>: 1.120
energy above the lowest of the compared OMol25 structures with the same formula, charge and spin: 88.4 kJ/mol
LUMO (alpha / beta): -2.41 / -3.56 eV
highest occupied orbital energy (alpha / beta): -10.24 / -10.52 eV
gap between HOMO and LUMO (alpha / beta): 7.83 / 6.95 eV
electronic energy: -132631.3029 eV



Entry from the Open Molecules 2025 dataset: C36H37N4O3RbSi as an isolated structure (ωB97M-V/def2-TZVPD).

The geometry in ORCA input format:
```
! wB97M-V def2-TZVPD RIJCOSX def2/J DEFGRID3
* xyz -2 1
Rb -0.0529 -0.3500 -0.0356
O -0.6546 -1.1706 -2.6160
C -0.8419 -1.8494 -3.6688
C -2.0439 -2.6207 -3.8382
C -2.3492 -3.2920 -4.9950
C -1.4834 -3.2585 -6.0964
C -0.3065 -2.5462 -5.9636
C 0.0703 -1.8907 -4.7864
C 1.3829 -1.2058 -4.8625
N 2.3489 -1.0527 -4.0532
C 2.3074 -1.6532 -2.7296
C 3.3286 -1.0193 -1.7983
N 2.9798 0.3702 -1.5221
C 3.3206 0.8939 -0.4183
C 4.0173 0.2946 0.7494
C 5.1820 0.9015 1.1998
C 5.8619 0.4646 2.3299
C 5.3194 -0.6103 3.0390
C 4.1470 -1.2136 2.6382
C 3.4136 -0.7846 1.4855
O 2.3013 -1.3037 1.1571
H -2.7255 -2.6254 -2.9946
H -3.2823 -3.8450 -5.0591
H -1.7265 -3.7699 -7.0198
H 0.3793 -2.4973 -6.8070
H 1.5748 -0.8004 -5.8658
H 2.5545 -2.7174 -2.8366
H 1.3104 -1.5956 -2.2907
H 4.3047 -1.0132 -2.2965
H 3.3981 -1.6151 -0.8855
H 3.0703 1.9549 -0.3095
H 5.5666 1.7524 0.6413
H 6.7774 0.9456 2.6521
H 5.8241 -0.9737 3.9303
H 3.7212 -2.0331 3.2072
C -4.1963 -2.4955 2.2762
Si -2.4300 -1.8858 2.6149
C -2.0738 -2.2738 4.4381
C -1.3087 -3.0210 1.6189
N -2.1221 -0.2862 2.1719
C -2.7202 0.8086 2.6598
C -3.7736 0.8276 3.6245
C -4.3486 1.9900 4.1053
C -3.9268 3.2392 3.6656
C -2.9031 3.2746 2.7220
C -2.3263 2.1174 2.2467
O -1.3407 2.2663 1.2578
C -0.0630 2.5031 1.7070
C 0.5232 1.7076 2.6863
C 1.8388 1.9460 3.0553
C 2.5634 2.9761 2.4686
C 1.9671 3.7587 1.4899
C 0.6563 3.5223 1.0994
H -4.2893 -3.5627 2.5028
H -4.4389 -2.3531 1.2198
H -4.9452 -1.9582 2.8624
H -2.2735 -3.3260 4.6655
H -2.6735 -1.6594 5.1139
H -1.0209 -2.0757 4.6560
H -1.4379 -4.0621 1.9297
H -0.2534 -2.7659 1.7532
H -1.5412 -2.9719 0.5507
H -4.1333 -0.1253 3.9946
H -5.1448 1.9163 4.8402
H -4.3726 4.1526 4.0385
H -2.5300 4.2179 2.3366
H -0.0488 0.8874 3.1035
H 2.3174 1.2937 3.7751
H 3.5994 3.1301 2.7415
H 2.5330 4.5466 1.0058
H 0.1851 4.0905 0.3084
C -1.7053 1.8620 -4.3681
C -2.3941 2.2125 -3.2159
C -1.6847 2.3197 -2.0302
N -0.3748 2.0938 -1.9374
C 0.2772 1.7402 -3.0454
C -0.3458 1.6307 -4.2823
H -2.2275 1.7441 -5.3103
H -3.4636 2.3794 -3.2263
H -2.1827 2.5775 -1.1006
H 1.3292 1.4994 -2.9260
H 0.2290 1.3204 -5.1445
*
```

energy above the lowest of the compared OMol25 structures with the same formula, charge and spin: 20.3 kJ/mol
LUMO: 4.01 eV
highest occupied orbital energy: -1.88 eV
gap between HOMO and LUMO: 5.89 eV
electronic energy: -58571.6460 eV



Which value of energy above the lowest of the compared OMol25 structures with the same formula, charge and spin does entry 1 give? 333.9 kJ/mol



Which formula does entry 4 have? C36H37ClCrN4SSb



Which value of electronic energy does entry 1 give? -148851.3316 eV